No. 1
# C39H47Cl2FN6O5ReSi

A structure of composition C39H47Cl2FN6O5ReSi (wB97M-V/def2-TZVPD, OMol25).

Values from the calculation:
Gap between HOMO and LUMO (alpha / beta) = 0.272 / 0.135 Ha
HOMO energy (alpha / beta) = -13.1 / -13.1 eV
Spin multiplicity = 2
Expectation value of S² = 0.77
Largest force on an atom = 0.89 eV/Å
Net charge = +2

Each line ends with the Löwdin charge.
Positions of all 102 atoms, in Å:
1 Re 0.28 0.36 -0.29  1.405
2 C 2.50 -1.80 -2.45  -0.170
3 Si 3.26 -1.16 -0.88  0.474
4 C 4.77 -0.17 -1.37  -0.151
5 C 3.57 -2.66 0.18  -0.135
6 N 2.15 -0.03 0.05  -0.192
7 C 2.66 0.45 1.30  -0.266
8 C 3.90 0.12 1.86  -0.029
9 C 4.30 0.65 3.08  -0.043
10 C 3.49 1.53 3.78  -0.041
11 C 2.25 1.89 3.25  0.018
12 C 1.91 1.34 2.05  -0.220
13 F 0.69 1.70 1.50  -0.046
14 H 3.27 -2.43 -2.90  0.055
15 H 2.24 -1.03 -3.18  0.034
16 H 1.63 -2.43 -2.27  0.026
17 H 5.49 -0.84 -1.85  0.049
18 H 5.28 0.34 -0.56  0.032
19 H 4.48 0.58 -2.12  0.036
20 H 4.05 -3.42 -0.45  0.052
21 H 2.62 -3.08 0.52  0.020
22 H 4.20 -2.52 1.05  0.034
23 H 4.57 -0.56 1.36  0.077
24 H 5.26 0.37 3.48  0.120
25 H 3.81 1.94 4.73  0.120
26 H 1.58 2.57 3.76  0.134
27 C -6.98 1.69 -1.20  -0.026
28 C -6.07 1.14 -2.30  -0.495
29 C -4.80 2.01 -2.32  -0.037
30 C -6.79 1.30 -3.65  -0.023
31 C -5.80 -0.38 -2.04  -0.419
32 O -7.04 -1.08 -1.91  0.000
33 C -5.06 -1.15 -3.18  -0.063
34 C -3.82 -0.59 -3.92  -0.125
35 C -3.27 -1.62 -4.85  -0.109
36 C -2.59 -2.77 -4.33  0.035
37 C -2.09 -3.71 -5.16  -0.030
38 C -2.25 -3.55 -6.56  -0.600
39 Cl -1.63 -4.70 -7.61  0.926
40 C -2.93 -2.42 -7.10  -0.023
41 C -3.42 -1.48 -6.25  0.036
42 C -5.24 -0.71 -0.64  -0.018
43 N -3.98 -0.10 -0.24  -0.068
44 C -2.76 -0.34 -0.68  -0.116
45 N -1.90 0.43 -0.04  -0.066
46 C -2.68 1.13 0.85  -0.146
47 N -3.94 0.84 0.74  0.156
48 H -7.28 2.71 -1.46  0.099
49 H -6.46 1.75 -0.24  0.081
50 H -7.88 1.09 -1.07  0.098
51 H -5.11 3.04 -2.55  0.096
52 H -4.07 1.72 -3.08  0.067
53 H -4.32 2.05 -1.34  0.059
54 H -6.99 2.35 -3.83  0.100
55 H -7.76 0.79 -3.65  0.096
56 H -6.21 0.93 -4.49  0.078
57 H -7.53 -1.05 -2.74  0.105
58 H -5.82 -1.32 -3.96  0.130
59 H -4.83 -2.15 -2.79  0.128
60 H -3.03 -0.29 -3.24  0.100
61 H -4.10 0.29 -4.50  0.106
62 H -2.45 -2.88 -3.26  0.112
63 H -1.55 -4.57 -4.79  0.123
64 H -3.03 -2.33 -8.17  0.131
65 H -3.94 -0.61 -6.64  0.139
66 H -5.15 -1.79 -0.56  0.149
67 H -5.97 -0.39 0.10  0.140
68 H -2.50 -1.10 -1.39  0.106
69 H -2.29 1.84 1.56  0.137
70 Cl 1.64 -8.80 -0.58  0.730
71 C 1.00 -7.20 -0.47  -0.653
72 C 1.27 -6.44 0.66  -0.071
73 C 0.76 -5.15 0.74  -0.005
74 C -0.01 -4.64 -0.30  -0.134
75 C -0.28 -5.42 -1.42  -0.009
76 C 0.23 -6.70 -1.52  -0.083
77 C -0.57 -3.27 -0.25  -0.414
78 O -0.25 -2.63 0.89  0.059
79 O -1.26 -2.78 -1.12  0.055
80 H 1.86 -6.85 1.46  0.117
81 H 0.94 -4.56 1.62  0.127
82 H -0.89 -5.02 -2.22  0.103
83 H 0.03 -7.32 -2.38  0.110
84 C -2.30 5.00 -2.29  -0.001
85 C -1.12 4.18 -1.87  -0.266
86 C 0.22 4.48 -1.80  0.046
87 C 0.86 3.32 -1.34  -0.295
88 N -0.05 2.36 -1.13  -0.067
89 N -1.25 2.91 -1.45  0.066
90 C 2.31 3.13 -1.07  -0.004
91 H -2.00 6.03 -2.43  0.092
92 H -3.09 4.97 -1.54  0.089
93 H -2.71 4.63 -3.23  0.088
94 H 0.69 5.41 -2.05  0.128
95 H -2.09 2.35 -1.42  0.117
96 H 2.88 3.88 -1.61  0.096
97 H 2.65 2.14 -1.39  0.056
98 H 2.53 3.23 -0.01  0.090
99 O -0.10 -0.89 2.21  0.079
100 C -0.11 -1.23 1.07  -0.440
101 O -0.29 -0.64 -3.06  0.047
102 C -0.02 -0.37 -1.97  -0.414

=====

No. 2
# C17H16BrClPd

A structure of composition C17H16BrClPd in a non-equilibrium geometry (wB97M-V/def2-TZVPD, OMol25).

Values from the calculation:
Gap between HOMO and LUMO (alpha / beta) = 0.281 / 0.223 Ha
HOMO energy (alpha / beta) = -7.1 / -8.3 eV
Spin multiplicity = 5
Expectation value of S² = 6.07
Largest force on an atom = 11.05 eV/Å
Net charge = 0

Each line ends with the Löwdin charge.
Positions of all 36 atoms, in Å:
1 C 0.73 -1.47 -2.49  -0.138
2 C 0.69 -0.10 -2.03  -0.104
3 C 1.08 -0.10 -0.65  -0.081
4 H 0.40 0.77 -2.60  0.098
5 C 1.40 -1.43 -0.26  -0.112
6 C 1.17 -2.28 -1.38  -0.114
7 H 1.33 -3.34 -1.40  0.103
8 H 0.45 -1.80 -3.49  0.103
9 H 1.18 0.79 -0.06  0.081
10 H 1.73 -1.73 0.72  0.090
11 Pd -1.57 -1.61 -1.07  0.906
12 Br -2.67 1.01 -1.05  -0.074
13 C -2.98 -2.77 -0.32  -0.224
14 C -1.81 -3.55 -0.51  -0.193
15 C -1.47 -3.49 -1.90  -0.224
16 H -1.25 -4.10 0.25  0.122
17 C -2.43 -2.67 -2.57  -0.184
18 C -3.37 -2.22 -1.59  -0.269
19 H -4.14 -1.48 -1.75  0.080
20 H -3.43 -2.52 0.64  0.118
21 H -0.67 -4.05 -2.39  0.115
22 H -2.40 -2.37 -3.61  0.124
23 Cl 0.18 0.40 2.96  0.726
24 C 0.99 1.87 2.68  -0.637
25 C 2.10 2.20 3.44  -0.117
26 C 2.84 3.36 3.16  -0.085
27 C 2.45 4.19 2.09  -0.098
28 C 1.33 3.90 1.34  -0.037
29 C 0.54 2.73 1.60  -0.342
30 C -0.55 2.43 0.83  -0.049
31 H 2.39 1.55 4.27  0.102
32 H 3.72 3.61 3.76  0.102
33 H 3.04 5.09 1.87  0.103
34 H 1.03 4.53 0.50  0.113
35 H -0.77 3.03 -0.04  0.041
36 H -1.23 1.62 1.05  -0.045

=====

No. 3
# C29H54BO12

A cluster of 5 separate species, C29H54BO12 in total (wB97M-V/def2-TZVPD, OMol25).

Values from the calculation:
Gap between HOMO and LUMO = 0.235 Ha
HOMO energy = -4.7 eV
Spin multiplicity = 1
Largest force on an atom = 0.62 eV/Å
Net charge = -1

Each line ends with the Löwdin charge.
Positions of all 96 atoms, in Å:
1 B -0.73 -3.91 -0.36  -0.495
2 C -0.80 -2.31 0.09  -0.295
3 C -2.21 -1.71 0.31  -0.254
4 C -2.64 -0.77 -0.81  -0.238
5 C -3.15 -1.49 -2.06  -0.203
6 C -2.97 -0.60 -3.29  -0.207
7 C -3.27 -1.21 -4.68  -0.204
8 C -4.15 -2.46 -4.66  -0.228
9 C -5.60 -2.17 -4.28  -0.225
10 C -6.35 -3.39 -3.77  -0.219
11 C -7.87 -3.31 -3.96  -0.242
12 C -8.62 -4.35 -3.13  -0.222
13 C -8.63 -4.11 -1.60  -0.259
14 C -8.57 -2.65 -1.14  -0.114
15 H 0.31 -4.45 0.05  -0.032
16 H -0.76 -4.01 -1.60  -0.027
17 H -1.71 -4.52 0.10  -0.019
18 H -0.30 -1.71 -0.69  0.069
19 H -0.20 -2.14 1.01  0.044
20 H -2.26 -1.19 1.27  0.082
21 H -2.93 -2.54 0.36  0.088
22 H -1.77 -0.18 -1.12  0.066
23 H -3.39 -0.04 -0.45  0.110
24 H -4.20 -1.77 -1.91  0.102
25 H -2.59 -2.43 -2.17  0.106
26 H -3.55 0.32 -3.14  0.103
27 H -1.92 -0.30 -3.26  0.094
28 H -2.33 -1.44 -5.18  0.102
29 H -3.78 -0.47 -5.30  0.100
30 H -4.14 -2.92 -5.65  0.109
31 H -3.74 -3.20 -3.97  0.110
32 H -5.63 -1.38 -3.51  0.105
33 H -6.13 -1.76 -5.15  0.113
34 H -5.98 -4.28 -4.29  0.118
35 H -6.13 -3.55 -2.71  0.115
36 H -8.11 -3.47 -5.02  0.109
37 H -8.21 -2.30 -3.73  0.101
38 H -8.15 -5.32 -3.31  0.106
39 H -9.65 -4.43 -3.50  0.099
40 H -9.54 -4.55 -1.20  0.095
41 H -7.81 -4.66 -1.14  0.101
42 H -7.80 -2.08 -1.66  0.057
43 H -9.53 -2.14 -1.30  0.072
44 H -8.34 -2.60 -0.08  0.070
45 C 3.21 0.72 0.64  0.005
46 C 2.07 1.02 1.60  -0.299
47 C 1.52 -0.15 2.39  -0.085
48 O 0.15 0.21 2.56  0.068
49 C -0.21 0.98 1.52  -0.558
50 O -1.32 1.20 1.17  0.146
51 O 0.90 1.43 0.87  0.066
52 H 2.92 0.98 -0.37  0.093
53 H 4.10 1.29 0.91  0.056
54 H 3.47 -0.34 0.66  0.093
55 H 2.33 1.84 2.28  0.150
56 H 1.99 -0.29 3.36  0.137
57 H 1.56 -1.08 1.81  0.128
58 C -1.04 2.30 -1.88  -0.010
59 C -0.32 3.63 -1.88  -0.290
60 C -1.13 4.83 -2.36  -0.094
61 O -0.13 5.69 -2.90  0.052
62 C 0.93 4.93 -3.28  -0.580
63 O 1.85 5.33 -3.92  0.145
64 O 0.78 3.67 -2.83  0.084
65 H -0.51 1.58 -2.51  0.095
66 H -1.09 1.89 -0.88  0.046
67 H -2.06 2.38 -2.26  0.085
68 H 0.11 3.84 -0.90  0.153
69 H -1.66 5.35 -1.57  0.136
70 H -1.82 4.55 -3.16  0.134
71 C 7.59 4.70 1.01  -0.009
72 C 7.59 3.39 1.77  -0.299
73 C 7.38 2.13 0.94  -0.084
74 O 6.72 1.26 1.87  0.060
75 C 6.08 2.03 2.78  -0.590
76 O 5.30 1.61 3.58  0.139
77 O 6.46 3.31 2.67  0.081
78 H 6.81 5.35 1.39  0.092
79 H 8.54 5.22 1.12  0.081
80 H 7.41 4.55 -0.06  0.084
81 H 8.48 3.28 2.39  0.156
82 H 8.29 1.66 0.60  0.140
83 H 6.71 2.32 0.10  0.137
84 C 6.12 0.01 7.86  -0.008
85 C 7.10 1.10 7.49  -0.301
86 C 7.32 1.32 6.01  -0.094
87 O 8.68 1.79 5.96  0.060
88 C 9.32 1.32 7.05  -0.573
89 O 10.50 1.38 7.22  0.157
90 O 8.44 0.77 7.92  0.077
91 H 6.62 -0.74 8.48  0.089
92 H 5.28 0.40 8.43  0.081
93 H 5.72 -0.49 6.98  0.085
94 H 6.84 2.05 7.97  0.155
95 H 6.66 2.06 5.56  0.124
96 H 7.25 0.39 5.45  0.141

=====

What is the formula in the first record? C39H47Cl2FN6O5ReSi

=====

What did the second record say?
# C17H16BrClPd

A structure of composition C17H16BrClPd in a non-equilibrium geometry (wB97M-V/def2-TZVPD, OMol25).

Values from the calculation:
Gap between HOMO and LUMO (alpha / beta) = 0.281 / 0.223 Ha
HOMO energy (alpha / beta) = -7.1 / -8.3 eV
Spin multiplicity = 5
Expectation value of S² = 6.07
Largest force on an atom = 11.05 eV/Å
Net charge = 0

Each line ends with the Löwdin charge.
Positions of all 36 atoms, in Å:
1 C 0.73 -1.47 -2.49  -0.138
2 C 0.69 -0.10 -2.03  -0.104
3 C 1.08 -0.10 -0.65  -0.081
4 H 0.40 0.77 -2.60  0.098
5 C 1.40 -1.43 -0.26  -0.112
6 C 1.17 -2.28 -1.38  -0.114
7 H 1.33 -3.34 -1.40  0.103
8 H 0.45 -1.80 -3.49  0.103
9 H 1.18 0.79 -0.06  0.081
10 H 1.73 -1.73 0.72  0.090
11 Pd -1.57 -1.61 -1.07  0.906
12 Br -2.67 1.01 -1.05  -0.074
13 C -2.98 -2.77 -0.32  -0.224
14 C -1.81 -3.55 -0.51  -0.193
15 C -1.47 -3.49 -1.90  -0.224
16 H -1.25 -4.10 0.25  0.122
17 C -2.43 -2.67 -2.57  -0.184
18 C -3.37 -2.22 -1.59  -0.269
19 H -4.14 -1.48 -1.75  0.080
20 H -3.43 -2.52 0.64  0.118
21 H -0.67 -4.05 -2.39  0.115
22 H -2.40 -2.37 -3.61  0.124
23 Cl 0.18 0.40 2.96  0.726
24 C 0.99 1.87 2.68  -0.637
25 C 2.10 2.20 3.44  -0.117
26 C 2.84 3.36 3.16  -0.085
27 C 2.45 4.19 2.09  -0.098
28 C 1.33 3.90 1.34  -0.037
29 C 0.54 2.73 1.60  -0.342
30 C -0.55 2.43 0.83  -0.049
31 H 2.39 1.55 4.27  0.102
32 H 3.72 3.61 3.76  0.102
33 H 3.04 5.09 1.87  0.103
34 H 1.03 4.53 0.50  0.113
35 H -0.77 3.03 -0.04  0.041
36 H -1.23 1.62 1.05  -0.045